Entry 1:
Computed, not measured: an isolated ion of composition C6H10N2O and charge +2, with ωB97M-V/def2-TZVPD.

Last column: Mulliken charge in e.
Atoms and positions in Å:
C1 1.97 0.25 -0.46  -0.19
C2 -0.07 -0.44 0.05  0.74
C3 -1.53 -0.38 -0.02  0.44
C4 0.87 -1.66 -0.16  -0.51
C5 -2.55 -0.32 1.02  -1.27
C6 0.44 2.03 -0.12  -0.77
N1 2.16 -1.02 -0.41  0.06
N2 0.75 0.63 -0.12  0.05
O1 -1.54 -0.39 -1.26  -0.33
H1 2.65 1.01 -0.86  0.42
H2 0.85 -2.49 0.68  0.37
H3 0.53 -2.36 -0.95  0.38
H4 -3.42 -0.92 0.82  0.39
H5 -3.08 0.56 1.02  0.45
H6 -2.13 -0.30 1.97  0.42
H7 -0.68 2.20 -0.07  0.31
H8 0.90 2.54 -1.02  0.37
H9 0.89 2.56 0.63  0.41
H10 2.98 -1.48 -0.75  0.27

Computed properties:
- maximum force (eV/A) = 3.8
- structure (SMILES) = CC(=O)C1=[N+](C)C=[NH+]C1
- relative energy (zero: lowest compared OMol25 entry of this formula, charge and spin) (kJ/mol) = 259.96
- HOMO-LUMO gap (hartree) = 0.3446
- net charge = +2


Entry 2:
Computed, not measured: C32H90F3O16Y as an isolated structure, with ωB97M-V/def2-TZVPD.

Last column: Mulliken charge in e.
Atoms and positions in Å:
Y1 -7.07 1.13 -3.92  1.12
C1 -0.98 -0.54 -0.91  0.18
O1 -1.55 -1.37 0.06  -0.19
O2 -2.09 0.10 -1.49  -0.33
C2 0.33 0.19 -0.36  0.74
F1 0.76 1.14 -1.18  -0.22
F2 0.10 0.92 0.80  -0.21
F3 1.36 -0.65 -0.33  -0.19
C3 -0.89 -2.63 0.35  -0.09
C4 -1.46 -3.20 1.67  -1.26
H1 -1.15 -2.60 2.53  0.34
H2 -2.55 -3.15 1.68  0.31
H3 -1.13 -4.23 1.76  0.39
H4 0.20 -2.61 0.40  0.34
H5 -1.18 -3.36 -0.40  0.30
H6 -0.50 -1.11 -1.71  0.36
C5 -2.16 3.29 -9.15  -0.87
C6 -2.98 2.08 -8.74  -0.32
O3 -4.13 2.55 -8.04  -0.52
H7 -1.33 2.94 -9.76  0.31
H8 -1.74 3.72 -8.24  0.24
H9 -2.76 4.05 -9.65  0.31
H10 -2.39 1.39 -8.14  0.26
H11 -3.31 1.49 -9.60  0.27
H12 -4.71 2.83 -8.75  0.31
C7 3.68 -5.95 -3.74  -1.00
C8 2.93 -7.24 -3.68  -0.15
O4 2.84 -7.72 -2.34  -0.51
H13 3.10 -5.06 -3.50  0.23
H14 4.15 -5.78 -4.71  0.33
H15 4.55 -5.95 -3.09  0.30
H16 3.36 -8.05 -4.27  0.29
H17 1.95 -7.06 -4.12  0.24
H18 2.23 -8.46 -2.35  0.30
C9 0.88 -11.86 5.29  -1.15
C10 0.75 -10.53 5.99  -0.07
O5 0.04 -10.78 7.23  -0.49
H19 1.36 -11.85 4.31  0.37
H20 -0.11 -12.31 5.18  0.30
H21 1.52 -12.56 5.83  0.29
H22 0.19 -9.97 5.25  0.22
H23 1.75 -10.09 6.02  0.27
H24 -0.20 -9.92 7.58  0.29
C11 -5.18 1.63 6.02  -0.97
C12 -4.87 2.22 4.66  -0.20
O6 -6.02 2.85 4.22  -0.52
H25 -5.35 2.42 6.76  0.30
H26 -4.36 1.00 6.36  0.32
H27 -6.06 0.98 6.02  0.28
H28 -4.47 1.46 3.99  0.27
H29 -4.16 3.03 4.84  0.23
H30 -6.11 3.68 4.70  0.34
C13 3.17 8.13 -6.38  -1.07
C14 4.61 8.69 -6.33  -0.15
O7 5.08 8.92 -7.64  -0.50
H31 2.85 7.91 -5.36  0.34
H32 3.11 7.24 -7.01  0.29
H33 2.42 8.84 -6.73  0.30
H34 5.23 7.98 -5.79  0.27
H35 4.52 9.61 -5.75  0.24
H36 6.03 9.03 -7.57  0.31
C15 -7.98 -4.27 0.90  -0.91
C16 -7.84 -2.79 1.18  -0.25
O8 -7.22 -2.09 0.15  -0.48
H37 -8.44 -4.88 1.69  0.33
H38 -7.03 -4.79 0.81  0.28
H39 -8.50 -4.39 -0.05  0.25
H40 -7.29 -2.53 2.09  0.29
H41 -8.84 -2.38 1.28  0.23
H42 -6.27 -2.16 0.30  0.27
C17 4.98 0.43 5.18  -1.01
C18 3.87 0.38 6.23  -0.14
O9 4.49 0.77 7.41  -0.50
H43 5.68 -0.40 5.18  0.33
H44 5.61 1.32 5.28  0.31
H45 4.59 0.46 4.16  0.30
H46 3.49 -0.64 6.21  0.20
H47 3.06 1.10 6.09  0.28
H48 5.09 0.12 7.77  0.32
C19 -2.46 -11.05 -0.99  -1.07
C20 -1.96 -11.77 -2.25  -0.15
O10 -0.59 -12.06 -2.10  -0.52
H49 -2.03 -10.07 -0.84  0.27
H50 -2.18 -11.53 -0.05  0.31
H51 -3.55 -11.07 -1.00  0.33
H52 -2.24 -11.18 -3.12  0.23
H53 -2.48 -12.73 -2.33  0.27
H54 -0.42 -12.86 -2.59  0.32
C21 5.07 1.38 -6.91  -0.98
C22 4.09 0.46 -7.70  -0.17
O11 4.75 -0.56 -8.44  -0.51
H55 5.43 0.91 -5.99  0.26
H56 4.61 2.34 -6.67  0.32
H57 5.93 1.70 -7.49  0.31
H58 3.44 1.00 -8.39  0.28
H59 3.45 -0.06 -6.99  0.22
H60 4.10 -0.99 -9.00  0.30
C23 0.92 7.15 6.40  -0.91
C24 0.04 8.16 7.18  -0.26
O12 -0.86 8.80 6.24  -0.51
H61 1.66 6.64 7.02  0.32
H62 1.54 7.66 5.65  0.29
H63 0.35 6.46 5.77  0.26
H64 0.64 8.92 7.69  0.25
H65 -0.50 7.70 8.00  0.29
H66 -0.34 9.42 5.72  0.31
C25 -2.21 9.79 -0.19  -0.98
C26 -1.27 8.61 -0.15  -0.19
O13 -1.88 7.58 -0.96  -0.52
H67 -2.01 10.34 -1.11  0.28
H68 -1.90 10.40 0.66  0.31
H69 -3.21 9.41 0.03  0.29
H70 -1.29 8.26 0.88  0.20
H71 -0.26 8.89 -0.43  0.33
H72 -1.21 7.02 -1.37  0.28
C27 10.35 1.83 -1.44  -1.00
C28 9.66 0.99 -0.41  -0.23
O14 10.22 1.25 0.84  -0.49
H73 10.38 2.89 -1.18  0.30
H74 9.79 1.61 -2.35  0.29
H75 11.39 1.57 -1.63  0.35
H76 9.82 -0.05 -0.69  0.25
H77 8.58 1.16 -0.36  0.30
H78 11.13 0.98 0.75  0.33
C29 0.81 -5.00 9.33  -0.99
C30 -0.54 -4.77 9.97  -0.19
O15 -1.37 -5.83 9.57  -0.50
H79 0.63 -4.98 8.25  0.26
H80 1.18 -5.98 9.60  0.27
H81 1.50 -4.20 9.60  0.33
H82 -1.09 -3.88 9.66  0.30
H83 -0.37 -4.67 11.04  0.23
H84 -2.25 -5.45 9.47  0.32
C31 -5.83 8.12 -5.85  -0.82
C32 -6.53 7.62 -4.52  -0.37
O16 -6.02 6.37 -4.13  -0.52
H85 -4.75 8.07 -5.75  0.29
H86 -6.16 9.15 -6.00  0.31
H87 -6.19 7.52 -6.68  0.23
H88 -7.62 7.64 -4.54  0.30
H89 -6.34 8.31 -3.70  0.27
H90 -5.18 6.55 -3.70  0.30

Computed properties:
- maximum force (eV/A) = 5.5
- relative energy (zero: lowest compared OMol25 entry of this formula, charge and spin) (kJ/mol) = 1771.90
- HOMO-LUMO gap (hartree) = 0.0399
- net charge = +2


Entry 3:
Computed, not measured: one molecule with the formula H3IP2S2, with ωB97M-V/def2-TZVPD.

Last column: Mulliken charge in e.
Atoms and positions in Å:
P1 -0.87 0.88 -0.69  -0.13
P2 0.85 -0.07 0.37  0.18
S1 2.41 0.92 -0.08  -0.32
S2 0.65 -2.09 -0.32  -0.19
I1 -2.83 -0.06 0.29  0.04
H1 -0.40 2.02 0.01  0.12
H2 0.30 -0.08 1.71  0.15
H3 -0.10 -1.51 -1.31  0.17

Computed properties:
- maximum force (eV/A) = 1.9
- structure (SMILES) = S=[P@H](S)PI
- relative energy (zero: lowest compared OMol25 entry of this formula, charge and spin) (kJ/mol) = 48.15
- HOMO-LUMO gap (hartree) = 0.3192


Question: Which of these has the lowest maximum force?
Answer: H3IP2S2


Question: HOMO-LUMO gap of number 1 (C6H10N2O)?
Answer: 0.3446 hartree


Question: What is the HOMO-LUMO gap in the second record?
Answer: 0.0399 hartree


Question: Which of these has the highest maximum force?
Answer: C32H90F3O16Y